Entry 1:
# C45H42BCl3I2N8O5PSV

C45H42BCl3I2N8O5PSV as an isolated structure (ωB97M-V/def2-TZVPD, the OMol25 dataset).

Last column: Löwdin charge in e.
CARTESIAN COORDINATES (ANGSTROEM)
1 V -0.34 -0.72 -0.37  0.73
2 O 2.16 1.91 2.84  0.02
3 C 2.12 1.82 1.61  -0.59
4 O 1.73 0.81 0.94  -0.21
5 C 2.55 2.95 0.72  -0.13
6 C 3.18 4.11 1.16  -0.02
7 C 3.54 5.08 0.25  -0.09
8 C 3.28 4.89 -1.10  -0.08
9 C 2.64 3.74 -1.54  -0.06
10 C 2.26 2.76 -0.63  -0.23
11 P 1.50 1.15 -1.12  1.11
12 C 0.85 1.92 -2.74  -0.34
13 C 1.16 1.88 -4.09  -0.11
14 C 0.40 2.58 -5.01  -0.09
15 C -0.67 3.36 -4.61  -0.09
16 C -0.99 3.43 -3.27  -0.07
17 C -0.24 2.71 -2.36  -0.14
18 C 3.09 0.28 -1.47  -0.28
19 C 3.27 -0.37 -2.69  -0.10
20 C 4.40 -1.13 -2.93  -0.09
21 C 5.37 -1.26 -1.96  -0.10
22 C 5.21 -0.62 -0.74  -0.09
23 C 4.08 0.15 -0.50  -0.07
24 H 3.38 4.22 2.22  0.11
25 H 4.05 5.98 0.58  0.10
26 H 3.55 5.65 -1.82  0.10
27 H 2.46 3.61 -2.59  0.10
28 H 2.02 1.33 -4.45  0.09
29 H 0.66 2.54 -6.06  0.10
30 H -1.25 3.91 -5.34  0.10
31 H -1.83 4.03 -2.93  0.10
32 H -0.48 2.77 -1.30  0.10
33 H 2.52 -0.30 -3.46  0.07
34 H 4.52 -1.63 -3.88  0.10
35 H 6.26 -1.86 -2.14  0.10
36 H 5.95 -0.72 0.03  0.10
37 H 3.99 0.64 0.45  0.10
38 B 1.67 -3.22 -2.02  -0.46
39 N 0.88 -2.19 -2.83  -0.07
40 C 0.84 -2.18 -4.17  -0.08
41 C -0.07 -1.22 -4.57  -0.04
42 C -0.54 -0.68 -3.39  -0.20
43 N 0.04 -1.27 -2.35  -0.05
44 N 2.09 -2.62 -0.66  -0.03
45 C 3.13 -3.10 0.03  -0.08
46 C 3.00 -2.69 1.34  -0.01
47 C 1.82 -1.95 1.36  -0.26
48 N 1.29 -1.92 0.14  0.02
49 H 0.96 -4.16 -1.79  0.03
50 H 2.65 -3.54 -2.61  0.08
51 H 1.45 -2.86 -4.73  0.12
52 H -0.35 -0.96 -5.57  0.10
53 H -1.27 0.10 -3.28  0.07
54 H 3.88 -3.69 -0.44  0.13
55 H 3.66 -2.88 2.16  0.11
56 H 0.57 -0.50 2.24  0.07
57 C -3.03 1.78 3.26  -0.01
58 C -1.95 1.41 2.29  -0.28
59 N -0.72 1.22 2.57  0.05
60 O -0.30 1.35 3.89  -0.04
61 C -2.27 1.26 0.88  -0.22
62 C -3.56 1.80 0.32  0.01
63 N -1.42 0.66 0.12  -0.18
64 O -1.60 0.37 -1.11  -0.29
65 H -2.60 1.82 4.26  0.07
66 H -3.83 1.04 3.25  0.08
67 H -3.45 2.75 3.01  0.08
68 H 0.68 1.46 3.77  0.06
69 H -3.67 2.86 0.54  0.08
70 H -4.42 1.28 0.75  0.09
71 H -3.57 1.66 -0.76  0.08
72 I -3.18 -2.53 -1.30  0.08
73 I -4.33 -0.78 -3.84  -0.28
74 Cl 4.27 -6.35 2.25  0.69
75 C 2.65 -5.94 2.65  -0.68
76 C 1.67 -5.91 1.67  -0.08
77 C 0.38 -5.58 2.02  0.01
78 C 0.02 -5.26 3.33  -0.18
79 C -1.42 -4.95 3.72  -0.28
80 C -1.65 -3.42 3.96  -0.06
81 N -0.94 -2.56 3.04  -0.02
82 C 0.34 -2.28 3.33  0.04
83 C 1.18 -1.34 2.58  -0.09
84 N -1.04 -1.57 0.91  -0.09
85 C -1.61 -2.06 1.93  -0.28
86 O -2.37 -5.57 2.90  -0.08
87 C -2.79 -4.95 1.68  -0.19
88 C -3.19 -6.03 0.72  -0.32
89 C -2.52 -6.38 -0.42  -0.95
90 Cl -1.13 -5.66 -1.09  0.68
91 S -3.30 -7.69 -1.25  0.99
92 C -4.53 -7.76 -0.04  -0.41
93 C -4.34 -6.83 0.92  -0.14
94 C 1.03 -5.33 4.29  -0.60
95 Cl 0.67 -5.00 5.95  0.74
96 C 2.33 -5.66 3.97  -0.13
97 H 1.91 -6.15 0.65  0.11
98 H -0.37 -5.58 1.25  0.05
99 H -1.59 -5.44 4.69  0.13
100 H -1.30 -3.19 4.97  0.11
101 H -2.72 -3.22 3.92  0.14
102 H 0.72 -2.72 4.24  0.11
103 H 1.96 -0.96 3.24  0.14
104 H -2.70 -2.16 1.98  0.11
105 H -2.01 -4.32 1.25  0.07
106 H -3.68 -4.33 1.88  0.13
107 H -5.31 -8.49 -0.12  0.06
108 H -4.99 -6.69 1.77  0.11
109 H 3.08 -5.71 4.74  0.10

Values from the calculation:
E in hartree: -6238.6264
2S+1: 2
Charge: -1
<S²>: 0.758
Relative energy (zero: lowest compared OMol25 entry of this formula, charge and spin) in kcal/mol: 0.0
LUMO energy (alpha / beta) in eV: 1.28 / 1.22

---

Entry 2:
# C45H42BaN3O2P2S

C45H42BaN3O2P2S as an isolated structure (ωB97M-V/def2-TZVPD, the OMol25 dataset).

Last column: Löwdin charge in e.
CARTESIAN COORDINATES (ANGSTROEM)
1 Ba 1.53 0.51 0.59  1.89
2 C 4.95 0.29 -0.96  -0.06
3 O 3.83 1.16 -0.78  -0.28
4 C 3.96 2.46 -1.23  -0.24
5 C 4.83 2.80 -2.25  -0.02
6 C 4.91 4.11 -2.69  -0.07
7 C 4.11 5.09 -2.11  -0.07
8 C 3.25 4.75 -1.08  -0.01
9 C 3.16 3.44 -0.62  -0.19
10 N 2.31 3.08 0.47  -0.08
11 N 1.97 4.08 1.17  0.08
12 C 1.21 3.92 2.30  -0.14
13 C 1.01 2.69 3.01  -0.36
14 O 1.40 1.54 2.59  -0.44
15 C 0.37 2.75 4.28  -0.01
16 C -0.09 3.91 4.80  -0.01
17 C 0.05 5.14 4.11  -0.17
18 C -0.45 6.34 4.66  -0.03
19 C -0.30 7.53 4.00  -0.08
20 C 0.37 7.55 2.77  -0.07
21 C 0.87 6.40 2.21  -0.03
22 C 0.72 5.16 2.86  -0.10
23 H 5.08 0.00 -2.00  0.10
24 H 5.86 0.76 -0.59  0.11
25 H 4.74 -0.61 -0.38  0.09
26 H 5.46 2.04 -2.71  0.11
27 H 5.59 4.37 -3.48  0.11
28 H 4.17 6.11 -2.45  0.11
29 H 2.64 5.50 -0.60  0.10
30 H 0.27 1.81 4.82  0.11
31 H -0.59 3.92 5.76  0.12
32 H -0.96 6.30 5.61  0.11
33 H -0.68 8.45 4.42  0.10
34 H 0.50 8.49 2.25  0.11
35 H 1.38 6.44 1.26  0.09
36 C -2.28 -6.27 -3.51  -0.41
37 S -2.20 -4.61 -4.20  0.81
38 C -3.28 -3.73 -3.04  -0.49
39 C -2.62 -3.39 -1.71  -0.24
40 C -1.43 -2.46 -1.91  -0.30
41 N -0.89 -1.88 -0.65  -0.47
42 P -1.42 -0.32 -0.25  0.91
43 C -3.22 -0.41 -0.31  -0.38
44 C -3.88 -0.73 0.88  -0.10
45 C -5.26 -0.90 0.89  -0.07
46 C -5.98 -0.74 -0.28  -0.06
47 C -5.33 -0.39 -1.46  -0.06
48 C -3.96 -0.23 -1.48  -0.10
49 C -0.92 0.80 -1.62  -0.44
50 C 0.15 0.51 -2.47  -0.16
51 C 0.64 1.48 -3.34  -0.07
52 C 0.07 2.74 -3.37  -0.06
53 C -0.99 3.04 -2.53  -0.06
54 C -1.48 2.08 -1.66  -0.10
55 P 0.66 -2.62 -0.26  0.98
56 C 0.30 -4.39 -0.24  -0.38
57 C 1.00 -5.19 -1.14  -0.10
58 C 0.82 -6.57 -1.13  -0.08
59 C -0.06 -7.15 -0.23  -0.07
60 C -0.77 -6.36 0.66  -0.07
61 C -0.59 -4.99 0.66  -0.09
62 C 0.92 -2.31 1.55  -0.51
63 C 2.26 -2.40 1.97  -0.17
64 C 2.59 -2.22 3.30  -0.06
65 C 1.60 -1.93 4.23  -0.05
66 C 0.28 -1.83 3.82  -0.06
67 C -0.06 -2.02 2.49  -0.13
68 H -1.66 -6.92 -4.12  0.03
69 H -3.31 -6.65 -3.52  0.04
70 H -1.90 -6.30 -2.49  0.01
71 H -4.18 -4.32 -2.89  0.08
72 H -3.59 -2.82 -3.55  0.07
73 H -2.29 -4.30 -1.20  0.09
74 H -3.35 -2.92 -1.06  0.10
75 H -1.72 -1.64 -2.58  0.10
76 H -0.63 -2.99 -2.44  0.08
77 H -3.32 -0.84 1.80  0.10
78 H -5.77 -1.15 1.81  0.11
79 H -7.06 -0.86 -0.28  0.11
80 H -5.90 -0.25 -2.37  0.11
81 H -3.45 0.04 -2.40  0.11
82 H 0.61 -0.47 -2.46  0.09
83 H 1.47 1.23 -3.99  0.11
84 H 0.45 3.49 -4.05  0.11
85 H -1.44 4.02 -2.55  0.11
86 H -2.30 2.33 -0.99  0.12
87 H 1.69 -4.74 -1.84  0.10
88 H 1.38 -7.19 -1.83  0.11
89 H -0.19 -8.22 -0.22  0.11
90 H -1.46 -6.81 1.36  0.11
91 H -1.13 -4.36 1.36  0.11
92 H 3.03 -2.63 1.23  0.10
93 H 3.63 -2.30 3.61  0.12
94 H 1.87 -1.77 5.26  0.12
95 H -0.49 -1.60 4.54  0.12
96 H -1.10 -1.95 2.19  0.08

Values from the calculation:
E in hartree: -3161.0134
Charge: +1
Relative energy (zero: lowest compared OMol25 entry of this formula, charge and spin) in kcal/mol: 0.0
LUMO energy in eV: -2.55

---

Entry 3:
# C45H42BrCdN6O2PTe4

C45H42BrCdN6O2PTe4 as an isolated structure (ωB97M-V/def2-TZVPD, the OMol25 dataset).

Last column: Löwdin charge in e.
CARTESIAN COORDINATES (ANGSTROEM)
1 Cd 0.61 -0.28 0.41  1.16
2 Te 3.25 0.34 -0.04  -0.02
3 Te 5.91 0.30 -0.53  -0.30
4 Te 4.19 -2.90 -2.42  -0.03
5 Te 2.08 -1.77 -1.29  0.48
6 O -1.62 0.49 -1.38  -0.29
7 N -1.64 0.03 0.02  -0.28
8 C -2.66 -0.87 0.25  -0.31
9 C -3.22 -1.85 -0.61  -0.28
10 C -4.45 -2.49 -0.23  -0.10
11 C -5.03 -3.45 -1.01  -0.15
12 C -4.45 -3.85 -2.23  -0.16
13 C -3.22 -3.31 -2.59  -0.14
14 C -2.59 -2.33 -1.83  -0.34
15 P -0.83 -1.93 -2.04  0.95
16 C -0.81 -1.19 -3.74  -0.35
17 C -1.94 -0.55 -4.25  -0.09
18 C -1.92 0.02 -5.52  -0.10
19 C -0.78 -0.05 -6.30  -0.13
20 C 0.36 -0.67 -5.80  -0.10
21 C 0.35 -1.21 -4.52  -0.13
22 C -0.22 -3.62 -2.55  -0.40
23 C -0.12 -4.11 -3.85  -0.11
24 C 0.55 -5.29 -4.12  -0.09
25 C 1.09 -6.05 -3.09  -0.11
26 C 0.93 -5.62 -1.78  -0.08
27 C 0.29 -4.42 -1.53  -0.15
28 H -2.49 0.91 -1.51  0.08
29 H -3.07 -0.81 1.26  0.06
30 H -4.90 -2.19 0.71  0.08
31 H -5.96 -3.91 -0.69  0.08
32 H -4.93 -4.59 -2.85  0.06
33 H -2.75 -3.66 -3.50  0.09
34 H -2.84 -0.52 -3.66  0.10
35 H -2.81 0.51 -5.89  0.09
36 H -0.78 0.36 -7.30  0.09
37 H 1.26 -0.75 -6.40  0.10
38 H 1.25 -1.69 -4.16  0.07
39 H -0.55 -3.56 -4.68  0.10
40 H 0.66 -5.61 -5.15  0.09
41 H 1.64 -6.96 -3.31  0.09
42 H 1.33 -6.20 -0.95  0.10
43 H 0.18 -4.11 -0.51  0.05
44 N 0.24 7.45 1.10  0.17
45 C -0.05 8.58 1.83  -0.20
46 C 0.08 9.94 1.56  -0.03
47 C -0.32 10.81 2.56  -0.11
48 C -0.83 10.35 3.77  -0.11
49 C -0.97 9.00 4.03  -0.02
50 C -0.59 8.10 3.04  -0.23
51 N -0.64 6.73 3.02  0.18
52 C -0.14 6.36 1.87  -0.26
53 C 0.02 4.99 1.42  -0.14
54 C -0.58 3.95 2.14  0.00
55 C -0.42 2.65 1.71  -0.13
56 N 0.32 2.30 0.65  0.02
57 C 0.89 3.29 -0.03  -0.15
58 C 0.75 4.62 0.29  0.00
59 H 0.65 7.42 0.19  0.15
60 H 0.48 10.30 0.62  0.10
61 H -0.24 11.88 2.39  0.09
62 H -1.12 11.06 4.53  0.09
63 H -1.36 8.63 4.97  0.11
64 H -1.16 4.19 3.02  0.11
65 H -0.92 1.85 2.22  0.08
66 H 1.51 2.99 -0.86  0.07
67 H 1.24 5.36 -0.33  0.10
68 C 1.09 1.95 -3.37  -0.15
69 O 1.00 1.04 -2.29  -0.33
70 H 0.68 2.93 -3.10  0.07
71 H 0.57 1.57 -4.25  0.06
72 H 2.15 2.06 -3.60  0.09
73 H 0.08 1.01 -1.98  0.01
74 Br 0.68 0.23 7.60  0.72
75 C 0.74 0.07 5.71  -0.68
76 C -0.42 -0.17 5.01  -0.10
77 C -0.33 -0.25 3.63  -0.16
78 N 0.81 -0.10 2.95  0.02
79 C 1.92 0.13 3.65  -0.13
80 C 1.94 0.22 5.03  -0.10
81 H -1.37 -0.28 5.51  0.10
82 H -1.23 -0.43 3.04  0.10
83 H 2.83 0.26 3.08  0.07
84 H 2.86 0.40 5.56  0.10
85 C 4.17 -3.32 1.49  -0.08
86 C 2.88 -4.06 1.69  -0.22
87 C 2.86 -5.31 2.29  -0.08
88 C 1.67 -5.94 2.63  -0.13
89 C 0.48 -5.27 2.41  -0.08
90 C 0.45 -4.02 1.78  -0.25
91 C -0.87 -3.32 1.61  -0.06
92 C 1.65 -3.42 1.34  -0.38
93 N 1.70 -2.22 0.68  -0.52
94 H 4.98 -3.80 2.04  0.07
95 H 4.06 -2.29 1.83  0.05
96 H 4.46 -3.27 0.44  -0.03
97 H 3.81 -5.79 2.52  0.10
98 H 1.67 -6.92 3.08  0.08
99 H -0.46 -5.72 2.71  0.10
100 H -1.70 -4.01 1.68  0.09
101 H -0.95 -2.83 0.63  0.02
102 H -1.00 -2.54 2.36  0.05

Values from the calculation:
E in hartree: -6374.0880
Charge: -2
Relative energy (zero: lowest compared OMol25 entry of this formula, charge and spin) in kcal/mol: 46.7
LUMO energy in eV: 2.94